No. 1
ORCA calculation (wB97M-V/def2-TZVPD) on one molecule with the formula C20H21ClFNO5.

HOMO energy (eV): -7.66
Max |F| (eV/A): 16.55
Orbital gap (Eh): 0.2920
E_tot (Ha): -1765.18427
Energy above the lowest of the compared OMol25 structures with the same formula, charge and spin (kJ/mol): 1527.12
Spin multiplicity: 1
SMILES: CCOc1ccc(C(=O)NCC(=O)OCc2c(F)cccc2Cl)cc1OCC

XYZ file:
```
49
C20H21ClFNO5 | the Open Molecules 2025 dataset | wB97M-V/def2-TZVPD
C -4.79 -2.51 -0.30
C -4.09 -1.49 -1.33
O -3.42 -0.34 -0.68
C -2.31 -0.68 -0.12
C -1.57 -1.97 -0.40
C -0.39 -1.98 0.38
C 0.08 -0.96 1.24
C 1.65 -0.67 1.58
O 2.02 0.32 2.11
N 2.17 -1.97 1.68
C 3.64 -1.79 2.03
C 4.29 -1.15 0.99
O 5.46 -0.56 0.63
O 3.65 -1.17 -0.27
C 3.90 -0.50 -1.34
C 2.71 0.71 -1.60
C 2.58 1.86 -1.14
F 3.80 2.50 -0.58
C 1.56 2.64 -1.30
C 0.36 2.21 -1.87
C 0.29 0.73 -2.27
C 1.50 0.03 -1.99
Cl 1.39 -1.80 -2.45
C -0.62 0.34 1.11
C -1.91 0.45 0.58
O -2.65 1.44 0.79
C -2.41 2.75 1.69
C -1.51 3.66 0.93
H -5.44 -2.13 0.35
H -5.26 -3.41 -0.91
H -4.04 -2.91 0.09
H -3.68 -1.90 -2.13
H -4.89 -1.04 -1.89
H -2.00 -2.76 -0.80
H 0.13 -2.84 0.20
H 1.74 -2.67 1.44
H 3.94 -1.40 3.04
H 3.91 -2.84 2.34
H 4.09 -0.88 -2.20
H 4.64 0.42 -0.98
H 1.60 3.73 -1.29
H -0.50 2.89 -1.87
H -0.63 0.23 -2.48
H -0.20 1.06 1.90
H -1.99 2.13 2.73
H -3.27 2.87 1.95
H -1.22 4.21 1.61
H -0.42 3.20 0.83
H -1.85 3.94 -0.01
```

***

No. 2
ORCA calculation (wB97M-V/def2-TZVPD) on C28H54OP2V as an isolated structure.

HOMO energy (alpha / beta) (eV): -9.67 / -10.01
Charge: +1
Max |F| (eV/A): 6.87
Orbital gap (alpha / beta) (Eh): 0.1854 / 0.2326
E_tot (Ha): -2800.89634
⟨S²⟩: 2.10
Spin multiplicity: 3

XYZ file:
```
86
C28H54OP2V | the Open Molecules 2025 dataset | wB97M-V/def2-TZVPD
V 0.28 -0.37 0.49
C 1.70 -1.79 1.04
C 1.74 -0.70 1.96
C -0.38 -1.62 2.03
C 0.40 -2.38 1.11
C 0.46 -0.60 2.58
C 2.83 -2.21 0.18
H 3.50 -1.37 0.00
H 2.47 -2.61 -0.79
H 3.42 -3.01 0.66
C -0.06 -3.58 0.38
H 0.76 -4.09 -0.14
H -0.85 -3.25 -0.36
H -0.55 -4.29 1.07
C -1.82 -1.77 2.29
H -2.00 -2.47 3.12
H -2.33 -2.14 1.39
H -2.27 -0.80 2.56
C 0.11 0.33 3.68
H 0.33 -0.13 4.66
H -0.96 0.56 3.67
H 0.69 1.26 3.62
C 2.95 0.04 2.37
H 3.62 -0.56 3.02
H 2.67 0.93 2.94
H 3.54 0.37 1.51
C 2.05 2.90 -0.89
C 3.02 2.13 -0.36
C 4.18 2.70 0.40
C 3.92 3.30 1.82
C 2.50 3.33 2.32
C 1.55 4.10 1.76
C 1.85 5.03 0.62
C 2.06 4.40 -0.79
H 4.67 3.49 -0.20
H 4.34 4.32 1.82
H 4.92 1.90 0.52
H 3.01 4.80 -1.19
H 1.25 2.48 -1.52
H 3.07 1.05 -0.55
H 1.26 4.78 -1.44
H 1.01 5.74 0.54
H 0.56 4.21 2.21
H 2.75 5.63 0.84
H 4.51 2.71 2.54
H 2.33 2.84 3.29
P 0.73 -0.52 -2.33
C 0.36 -2.23 -2.86
H 0.30 -2.29 -3.96
H -0.62 -2.49 -2.42
H 1.12 -2.93 -2.49
C -0.37 0.35 -3.51
H -0.25 -0.06 -4.52
H -0.15 1.43 -3.53
H -1.41 0.21 -3.18
C 2.39 -0.21 -3.05
H 2.61 0.87 -3.01
H 2.44 -0.55 -4.09
H 3.15 -0.73 -2.46
P -1.85 1.68 0.33
C -1.99 2.48 1.99
H -2.51 3.44 1.91
H -0.98 2.65 2.39
H -2.54 1.82 2.68
C -1.64 3.22 -0.67
H -0.90 3.88 -0.19
H -2.60 3.76 -0.77
H -1.28 2.96 -1.67
C -3.64 1.36 0.00
H -4.25 2.25 0.21
H -3.99 0.53 0.63
H -3.78 1.07 -1.04
C -3.50 -3.93 -0.23
C -3.15 -2.87 -1.29
C -3.14 -3.54 -2.66
C -4.30 -1.86 -1.28
O -1.97 -2.21 -1.05
H -3.76 -4.88 -0.71
H -4.36 -3.60 0.37
H -2.67 -4.12 0.46
H -4.12 -4.01 -2.83
H -2.95 -2.80 -3.45
H -2.38 -4.32 -2.70
H -4.45 -1.45 -0.29
H -4.08 -1.04 -1.97
H -5.23 -2.34 -1.60
```

***

What is the formula in the second record? C28H54OP2V

***

The highest max |F| belongs to which entry? C20H21ClFNO5